70
Properties=species:S:1:pos:R:3:lowdin_charge:R:1 method="wB97M-V/def2-TZVPD" homo_lumo_gap_ha=0.26207 relative_energy_kcal_mol=78.88 charge=0 lumo_ev=-0.63 homo_ev=-7.756
Lu -0.574 -0.989 0.958 1.5072
O -1.930 3.116 0.219 0.0439
C -1.375 2.052 0.494 -0.4854
N -1.914 0.871 0.795 -0.0385
C -3.347 0.701 0.783 -0.4499
O -4.248 1.470 0.987 0.1242
C -2.873 -0.888 -1.001 -0.4143
C -3.649 -0.708 -2.275 -0.1366
C -3.248 -1.644 -3.337 0.0063
C -2.060 -2.269 -3.322 -0.0600
C -1.258 -2.116 -2.184 -0.1413
N -1.635 -1.604 -1.061 -0.0190
C 0.156 2.069 0.267 -0.1700
C 0.737 3.297 -0.159 0.0099
C 2.106 3.372 -0.414 -0.0307
C 2.828 2.183 -0.221 -0.0617
C 2.185 1.022 0.108 -0.1152
N 0.872 0.952 0.431 0.0286
H -4.699 -0.489 -2.086 0.1389
H -4.001 -1.929 -4.043 0.1073
H -1.827 -3.004 -4.116 0.1225
H -0.202 -2.462 -2.233 0.1259
H 0.009 4.130 -0.265 0.1267
H 2.480 4.341 -0.732 0.1096
H 3.855 2.115 -0.489 0.0963
H 2.799 0.102 -0.013 0.1177
N -4.990 -0.904 0.187 0.0491
C -3.588 -0.768 0.338 -0.7804
S -2.909 -1.881 1.643 0.5210
N -2.772 0.325 -1.767 0.0199
N -1.567 0.589 -2.438 0.1215
C -1.756 1.347 -3.466 -0.0389
C -0.570 1.820 -4.180 -0.2905
C -0.683 3.027 -4.775 -0.0089
C 0.509 3.619 -5.315 -0.0316
C 1.719 2.918 -5.276 -0.0412
C 1.676 1.662 -4.606 -0.1432
N 0.609 1.217 -4.014 0.1185
H -5.278 -1.806 0.491 0.0576
H -5.455 -0.192 0.716 0.0742
H -2.723 1.726 -3.675 0.1282
H -1.611 3.508 -4.773 0.0960
H 0.491 4.630 -5.605 0.0857
H 2.576 3.301 -5.797 0.0936
H 2.646 1.205 -4.463 0.1012
C 0.480 -2.530 5.238 -0.1701
Si 0.651 -0.986 4.213 0.3966
C 1.860 0.262 4.904 -0.1685
C -1.027 -0.127 4.241 -0.1859
N 0.977 -1.348 2.515 -0.2109
C 2.133 -1.875 2.059 -0.3766
C 3.278 -2.117 2.788 -0.0468
C 4.425 -2.658 2.190 -0.0545
C 4.420 -2.933 0.773 -0.0981
C 3.281 -2.747 0.034 -0.0637
C 2.228 -2.227 0.684 -0.2050
F 1.003 -2.233 -0.085 -0.1161
H 0.150 -2.464 6.271 0.0343
H 1.378 -3.153 5.159 0.0285
H -0.314 -3.117 4.829 0.0155
H 2.919 0.059 4.929 0.0155
H 1.615 0.547 5.926 0.0379
H 1.805 1.074 4.244 0.0082
H -1.041 0.658 5.020 0.0450
H -1.803 -0.913 4.444 0.0387
H -1.172 0.439 3.356 -0.0279
H 3.285 -1.824 3.849 0.0956
H 5.353 -2.733 2.764 0.1024
H 5.437 -3.119 0.354 0.1083
H 3.169 -2.969 -1.013 0.1236


65
Properties=species:S:1:pos:R:3:lowdin_charge:R:1 method="wB97M-V/def2-TZVPD" homo_lumo_gap_ha=0.26894 relative_energy_kcal_mol=2.94 charge=0 lumo_ev=0.43 homo_ev=-6.888
Mg 0.264 -0.250 -0.028 0.6404
C -4.305 -2.208 2.914 -0.0963
O -3.182 -1.945 2.106 -0.0879
C -3.320 -2.174 0.763 -0.2035
C -4.485 -2.590 0.160 -0.0345
C -4.539 -2.787 -1.228 -0.1076
C -3.421 -2.544 -1.984 -0.0722
C -2.230 -2.083 -1.397 -0.1554
C -1.082 -1.854 -2.266 -0.0688
N -0.120 -1.087 -1.928 -0.0447
N 0.996 -1.035 -2.768 0.0773
C 2.069 -0.943 -2.021 -0.4898
O 2.093 -0.930 -0.735 -0.1204
C 3.376 -0.793 -2.739 -0.1471
C 3.430 -0.605 -4.118 -0.0363
C 4.651 -0.438 -4.751 -0.0882
C 5.829 -0.462 -4.015 -0.0996
C 5.781 -0.654 -2.642 -0.0883
C 4.558 -0.817 -2.006 -0.0316
C -2.135 -1.909 0.006 -0.2977
O -1.073 -1.519 0.633 -0.1300
H -4.002 -1.999 3.938 0.0881
H -4.619 -3.253 2.838 0.0950
H -5.150 -1.562 2.652 0.0922
H -5.370 -2.774 0.753 0.0963
H -5.455 -3.132 -1.687 0.0934
H -3.444 -2.698 -3.057 0.1051
H -1.034 -2.377 -3.224 0.1305
H 2.504 -0.595 -4.677 0.1030
H 4.686 -0.291 -5.823 0.0989
H 6.782 -0.334 -4.512 0.0976
H 6.697 -0.682 -2.067 0.0985
H 4.498 -0.975 -0.938 0.1084
O 1.013 1.675 -0.834 -0.1046
C 1.325 2.797 -0.010 -0.2159
C 2.707 2.699 0.608 -0.1514
C 3.000 1.365 1.304 -0.1223
C 2.025 0.987 2.385 -0.2475
C 2.265 1.317 3.714 -0.0113
C 1.374 0.912 4.692 -0.0519
C 0.264 0.171 4.320 -0.0440
C 0.079 -0.114 2.979 -0.1083
N 0.931 0.298 2.031 0.0953
H 1.687 1.545 -1.513 0.1111
H 0.546 2.808 0.752 0.1057
H 1.229 3.718 -0.592 0.1260
H 2.825 3.536 1.304 0.1199
H 3.463 2.842 -0.171 0.1199
H 3.994 1.430 1.751 0.1211
H 3.024 0.563 0.565 0.0912
H 3.158 1.873 3.968 0.1164
H 1.552 1.157 5.731 0.1099
H -0.451 -0.189 5.047 0.1083
H -0.766 -0.695 2.619 0.1027
C -4.249 2.187 0.361 -0.0620
C -3.390 2.284 1.445 -0.0509
C -2.103 1.793 1.315 -0.1248
N -1.642 1.237 0.195 0.0533
C -2.470 1.161 -0.846 -0.1071
C -3.779 1.616 -0.809 -0.0373
H -5.267 2.549 0.428 0.1078
H -3.707 2.724 2.381 0.1045
H -1.411 1.840 2.149 0.1005
H -2.065 0.707 -1.743 0.1117
H -4.407 1.509 -1.682 0.1101


59
Properties=species:S:1:pos:R:3:lowdin_charge:R:1 method="wB97M-V/def2-TZVPD" homo_lumo_gap_ha=0.05741 relative_energy_kcal_mol=0.00 charge=-1 lumo_ev=0.71 homo_ev=-0.853
C -5.599 -4.266 0.594 -0.0715
N -5.058 -2.934 0.594 -0.1806
C -5.925 -1.780 0.587 -0.1580
C -4.951 -0.563 0.572 -0.1170
C -3.609 -1.183 0.575 -0.2066
C -3.746 -2.592 0.589 -0.2296
C -2.608 -3.426 0.588 -0.0384
C -1.401 -2.801 0.574 -0.0884
C -1.169 -1.417 0.561 -0.2463
C 0.098 -0.778 0.541 -0.1152
C 1.365 -1.417 0.560 -0.2466
C 2.556 -0.598 0.563 -0.0053
C 3.804 -1.182 0.575 -0.2072
C 3.941 -2.591 0.587 -0.2301
N 5.253 -2.933 0.592 -0.1810
C 5.794 -4.265 0.594 -0.0715
C 6.120 -1.779 0.588 -0.1584
C 5.146 -0.562 0.573 -0.1175
C 2.803 -3.426 0.586 -0.0384
C 1.596 -2.800 0.573 -0.0882
C -2.361 -0.599 0.563 -0.0053
H -4.796 -5.016 0.592 0.0711
H -6.231 -4.447 1.483 0.0757
H -6.234 -4.445 -0.293 0.0754
H -6.589 -1.769 -0.293 0.1048
H -6.580 -1.753 1.474 0.1053
H -5.107 0.058 -0.316 0.1066
H -5.101 0.080 1.445 0.1075
H -2.702 -4.505 0.597 0.0848
H -0.567 -3.447 0.573 0.0396
H 0.097 0.317 0.519 0.0657
H 2.459 0.496 0.558 0.1028
H 4.991 -5.015 0.592 0.0712
H 6.429 -4.445 -0.292 0.0752
H 6.425 -4.445 1.484 0.0757
H 6.774 -1.753 1.475 0.1052
H 6.784 -1.768 -0.292 0.1045
H 5.302 0.059 -0.315 0.1056
H 5.295 0.080 1.447 0.1074
H 2.897 -4.504 0.594 0.0849
H 0.762 -3.447 0.572 0.0397
H -2.265 0.495 0.556 0.1033
C 1.572 6.113 -0.980 -0.1588
Na 1.004 4.948 -3.290 0.7089
C 2.020 4.810 -0.808 -0.1573
C 0.862 4.014 -0.690 -0.1037
C -0.272 4.809 -0.965 -0.2715
C 0.178 6.135 -1.282 -0.2928
C -0.673 7.025 -1.962 -0.0905
C -2.018 6.695 -2.127 -0.1415
C -2.496 5.435 -1.708 -0.1294
C -1.623 4.496 -1.159 -0.0499
H 2.100 7.022 -0.695 0.0899
H 3.021 4.472 -0.594 0.0912
H 0.845 2.986 -0.379 0.0889
H -0.305 7.993 -2.328 0.1017
H -2.733 7.406 -2.592 0.0940
H -3.575 5.205 -1.838 0.0976
H -2.001 3.501 -0.891 0.1124


66
Properties=species:S:1:pos:R:3:lowdin_charge:R:1 method="wB97M-V/def2-TZVPD" homo_lumo_gap_ha=0.30643 relative_energy_kcal_mol=40.36 charge=0 smiles="COc1cc([C@H](C(=O)NCc2ccccc2)N(Cc2ccco2)C(=O)c2cnccn2)cc(OC)c1OC" lumo_ev=0.54 homo_ev=-7.801
C 2.146 -1.098 3.377 -0.0714
H 1.619 -1.918 2.879 0.0964
O 2.885 -0.322 2.468 -0.0976
C 2.222 0.302 1.443 -0.1760
C 0.838 0.246 1.294 0.0242
C 0.214 0.926 0.264 -0.1698
C 0.965 1.680 -0.628 0.0393
C 2.344 1.711 -0.524 -0.1904
C 2.993 1.013 0.515 -0.1297
O 4.352 1.136 0.518 -0.0459
C 5.147 0.097 1.045 -0.0678
H 5.168 0.113 2.137 0.0885
H 4.801 -0.883 0.707 0.0916
H 6.150 0.281 0.659 0.0947
O 3.166 2.368 -1.382 -0.0566
C 2.585 3.043 -2.472 -0.0721
H 1.942 3.865 -2.140 0.0994
H 3.419 3.449 -3.042 0.0961
H 2.005 2.365 -3.105 0.0920
H 0.455 2.198 -1.424 0.1230
C -1.271 0.825 -0.001 -0.1324
N -1.506 0.105 -1.245 0.0252
C -2.133 0.757 -2.244 -0.4011
O -2.539 1.902 -2.145 0.0808
C -2.362 -0.007 -3.516 -0.1900
N -1.360 -0.113 -4.382 0.1490
C -1.615 -0.706 -5.536 -0.1031
C -2.877 -1.202 -5.836 -0.1201
N -3.880 -1.095 -4.977 0.0818
C -3.634 -0.494 -3.827 -0.0614
H -4.459 -0.405 -3.135 0.1249
H -3.098 -1.692 -6.774 0.1025
H -0.786 -0.779 -6.227 0.1065
C -0.997 -1.246 -1.359 -0.0392
C 0.472 -1.295 -1.644 -0.2587
C 1.482 -1.977 -1.029 -0.0204
C 2.664 -1.662 -1.740 -0.0528
C 2.283 -0.812 -2.730 -0.1165
O 0.962 -0.590 -2.682 0.0294
H 2.840 -0.317 -3.501 0.1243
H 3.653 -2.019 -1.542 0.1010
H 1.392 -2.624 -0.180 0.1131
H -1.546 -1.752 -2.159 0.1371
H -1.198 -1.771 -0.423 0.1320
C -2.074 0.211 1.148 -0.4399
O -2.694 -0.828 1.062 0.0785
N -2.060 0.978 2.258 0.0903
H -1.443 1.773 2.296 0.1528
C -2.737 0.581 3.480 -0.1186
C -1.815 -0.168 4.409 -0.2126
C -1.580 -1.522 4.200 -0.0399
C -0.728 -2.221 5.036 -0.0888
C -0.099 -1.573 6.087 -0.1026
C -0.320 -0.222 6.293 -0.0892
C -1.172 0.478 5.455 -0.0454
H -1.347 1.531 5.623 0.1104
H 0.170 0.288 7.109 0.1035
H 0.560 -2.120 6.744 0.1033
H -0.557 -3.275 4.873 0.1059
H -2.075 -2.022 3.380 0.1120
H -3.564 -0.066 3.178 0.1279
H -3.131 1.477 3.965 0.1253
H -1.680 1.830 -0.184 0.1594
H 0.248 -0.339 1.980 0.1038
H 2.879 -1.511 4.069 0.1007
H 1.425 -0.493 3.937 0.0827


67
Properties=species:S:1:pos:R:3:mulliken_spin:R:1 method="wB97M-V/def2-TZVPD" homo_lumo_gap_ha="0.27225 / 0.18048" relative_energy_kcal_mol=75.59 s2=2.02 charge=+2 lumo_ev="-6.91 / -9.51" multiplicity=3 homo_ev="-14.313 / -14.425"
H 1.700 -2.513 -0.327 0.0006
N 1.379 -0.447 -0.805 0.0131
B 1.498 1.836 -1.847 -0.0201
N 1.959 0.358 -1.733 -0.0024
C 2.932 -0.300 -2.395 0.0142
Mo -0.550 0.798 0.696 1.1787
H 3.496 0.211 -3.167 -0.0005
C 2.993 -1.590 -1.877 -0.0013
H 3.675 -2.368 -2.159 0.0000
C 1.979 -1.645 -0.903 -0.0054
H 2.099 2.416 -2.699 0.0006
C -2.148 1.565 1.581 0.0069
H -2.584 0.800 2.230 -0.0169
H -2.955 1.889 0.920 0.0148
H -1.847 2.463 2.126 0.0144
N 1.735 2.456 -0.437 0.0208
N -0.025 1.801 -2.190 0.0256
N 1.117 1.978 0.725 0.0169
N -0.986 1.389 -1.274 0.0121
C 2.475 3.516 -0.098 0.0757
C -0.641 2.119 -3.330 0.0184
H 3.064 4.040 -0.844 0.0044
H -0.057 2.473 -4.137 0.0013
C 2.294 3.803 1.255 0.0290
C -2.010 1.936 -3.197 0.0053
C 1.419 2.859 1.750 0.0983
C -2.207 1.499 -1.893 0.0064
H 2.753 4.632 1.787 0.0016
H -2.748 2.111 -3.944 0.0006
H 0.982 2.734 2.733 0.0070
H -3.130 1.299 -1.378 0.0007
H 1.000 0.319 1.287 0.0385
N -0.913 -0.966 0.830 0.3523
P -1.112 -2.577 1.063 0.0143
C -1.031 -3.463 -0.480 0.0084
C -0.955 -4.867 -0.421 -0.0001
C -0.939 -5.618 -1.592 0.0014
C -1.003 -4.982 -2.835 -0.0004
C -1.104 -3.588 -2.897 0.0012
C -1.122 -2.823 -1.730 -0.0003
C 0.104 -3.208 2.216 0.0145
C -0.118 -4.471 2.804 -0.0015
C 0.786 -4.966 3.745 0.0013
C 1.862 -4.180 4.176 -0.0004
C 2.064 -2.915 3.611 0.0080
C 1.227 -2.451 2.595 0.0026
C -2.737 -2.794 1.772 0.0063
C -2.947 -2.413 3.108 0.0068
C -4.196 -2.626 3.688 0.0000
C -5.233 -3.210 2.953 0.0050
C -5.018 -3.571 1.620 -0.0011
C -3.784 -3.341 1.015 -0.0013
H -0.899 -5.361 0.546 0.0000
H -0.874 -6.702 -1.521 -0.0002
H -0.975 -5.579 -3.750 0.0000
H -1.171 -3.095 -3.867 -0.0001
H -1.205 -1.737 -1.786 0.0016
H -1.007 -5.050 2.539 -0.0002
H 0.630 -5.967 4.148 0.0006
H 2.538 -4.555 4.949 0.0002
H 2.885 -2.284 3.957 0.0004
H 1.436 -1.490 2.117 0.0183
H -2.144 -1.952 3.689 0.0017
H -4.368 -2.325 4.720 0.0001
H -6.211 -3.369 3.411 0.0001
H -5.824 -4.011 1.036 0.0001
H -3.629 -3.590 -0.036 0.0007


67
Properties=species:S:1:pos:R:3:lowdin_charge:R:1 method="wB97M-V/def2-TZVPD" homo_lumo_gap_ha=0.29369 charge=0 lumo_ev=-0.48 homo_ev=-8.471
H -1.061 -1.962 3.209 0.1139
N -0.027 -2.291 1.382 -0.0467
B 1.695 -3.108 -0.382 -0.4897
N 0.978 -3.171 0.998 0.0027
C 1.180 -4.058 1.989 -0.0544
Zn -1.288 -1.177 0.331 0.8421
H 1.842 -4.896 1.834 0.1264
C 0.374 -3.703 3.067 -0.0560
H 0.297 -4.216 4.004 0.0905
C -0.345 -2.570 2.664 -0.1152
H 2.344 -4.088 -0.590 0.1131
C 0.517 3.347 -2.160 -0.0354
H -0.473 3.798 -2.256 0.0107
H 0.414 2.387 -1.649 0.0097
H 0.927 3.181 -3.159 0.0184
N 2.626 -1.849 -0.390 -0.0559
N 0.613 -2.869 -1.472 -0.0027
N 2.026 -0.634 -0.137 0.0477
N -0.410 -1.938 -1.338 -0.0363
C 3.949 -1.675 -0.621 -0.0963
C 0.491 -3.493 -2.657 -0.0553
H 4.604 -2.513 -0.822 0.1100
H 1.136 -4.327 -2.894 0.1265
C 4.203 -0.303 -0.541 -0.0867
C -0.549 -2.892 -3.360 -0.0567
C 2.956 0.307 -0.244 -0.1601
C -1.067 -1.897 -2.517 -0.1179
H 5.136 0.201 -0.683 0.0732
H -0.893 -3.148 -4.341 0.0890
H 2.726 1.363 -0.121 0.0962
H -1.867 -1.186 -2.690 0.1076
H 1.166 3.980 -1.597 0.0026
O -1.556 0.640 0.689 -0.3802
Si -2.737 1.679 1.041 0.4471
C -2.071 3.159 1.972 -0.2570
C -2.907 4.075 2.629 -0.1013
C -2.366 5.211 3.250 -0.0874
C -0.985 5.421 3.234 -0.0952
C -0.151 4.485 2.612 -0.0845
C -0.687 3.352 1.988 -0.0807
C -3.526 2.351 -0.528 -0.2137
C -4.057 1.457 -1.469 -0.1174
C -4.625 1.931 -2.659 -0.0912
C -4.640 3.300 -2.937 -0.0937
C -4.074 4.194 -2.022 -0.0830
C -3.523 3.721 -0.820 -0.0803
C -4.059 0.931 2.143 -0.2296
C -5.191 0.304 1.607 -0.0905
C -6.127 -0.311 2.450 -0.0887
C -5.957 -0.278 3.838 -0.0950
C -4.828 0.345 4.379 -0.0869
C -3.881 0.942 3.534 -0.0951
H -3.987 3.909 2.671 0.1112
H -3.024 5.924 3.751 0.1005
H -0.555 6.306 3.708 0.1003
H 0.928 4.634 2.607 0.0988
H -0.036 2.612 1.513 0.0994
H -4.012 0.380 -1.286 0.0862
H -5.051 1.222 -3.370 0.0988
H -5.079 3.667 -3.867 0.1014
H -4.056 5.263 -2.239 0.1017
H -3.071 4.430 -0.119 0.0988
H -5.333 0.274 0.525 0.0842
H -6.991 -0.816 2.017 0.0998
H -6.693 -0.748 4.493 0.1008
H -4.682 0.372 5.460 0.1010
H -2.992 1.410 3.967 0.1065